No. 1
Molecular formula: C13H14ClF16O5S
Method: DFT, ωB97M-V/def2-TZVPD

```
50
C13H14ClF16O5S (ωB97M-V/def2-TZVPD)
C -1.7426 0.2733 3.3855
C -2.4598 1.2804 2.4575
C -4.0003 1.3058 2.5420
Cl -4.5376 2.7230 3.4996
S -4.7733 -0.2279 3.1435
O -6.1587 -0.0570 2.7309
O -4.6287 -0.2264 4.5849
O -4.1110 -1.2833 2.4436
H -1.4796 -0.6113 2.8142
H -0.7942 0.7334 3.6954
H -2.2871 0.0453 4.2992
H -2.1040 1.1089 1.4392
H -2.1027 2.2744 2.7348
H -4.3960 1.4544 1.5396
C 0.2114 -4.2839 1.1628
C 0.2063 -2.7495 1.2933
C 0.3436 -1.9402 0.0006
F 1.5233 -2.1808 -0.6170
F 0.2988 -0.6166 0.2748
F 1.1538 -2.3735 2.1873
F -0.9927 -2.4282 1.8318
O 1.4281 -4.9743 1.4417
C 2.3796 -5.1763 0.4729
C 3.7016 -4.4885 0.8237
F 3.5394 -3.1583 0.9418
F 4.6038 -4.7105 -0.1648
F 1.9373 -4.8242 -0.7493
F 2.6220 -6.5121 0.4279
H -0.4649 -4.6299 1.9427
H -0.2328 -4.6144 0.2242
H -0.4695 -2.1683 -0.6938
H 4.0952 -4.8793 1.7643
C 1.7362 4.4229 -2.5589
C 0.5585 4.0333 -1.6476
C 0.6484 2.6934 -0.9162
F 0.7031 1.6514 -1.7718
F -0.4468 2.5151 -0.1509
F -0.5929 4.1099 -2.3510
F 0.4936 4.9925 -0.6799
O 1.5900 4.2151 -3.9578
C 1.9075 3.0075 -4.5398
C 0.6872 2.3512 -5.1909
F -0.2721 2.1093 -4.2800
F 1.0522 1.1671 -5.7381
F 2.5226 2.1826 -3.6730
F 2.8006 3.2705 -5.5269
H 1.8138 5.5055 -2.4670
H 2.6836 4.0302 -2.1893
H 1.5279 2.6608 -0.2655
H 0.2780 2.9977 -5.9703
```

Properties
- total charge = -1
- energy above the lowest of the compared OMol25 structures with the same formula, charge and spin (kJ/mol) = 36.8
- E_HOMO (eV) = -5.0
- frontier orbital gap (eV) = 7.06

No. 2
Molecular formula: C13H14ClNO5S
Method: DFT, ωB97M-V/def2-TZVPD

```
35
C13H14ClNO5S (ωB97M-V/def2-TZVPD)
C -6.8036 -2.4768 -0.2132
H -7.3207 -2.9799 -1.0255
H -7.5085 -1.9158 0.4032
H -6.2813 -3.1992 0.4165
O -5.8708 -1.5917 -0.8259
C -5.1192 -0.8679 -0.0040
O -5.1838 -0.9080 1.1971
C -4.1686 0.0324 -0.7653
N -3.3616 0.7645 0.1788
C -2.2320 1.3889 -0.2070
O -1.8927 1.5034 -1.3620
C -1.4287 2.0140 0.9453
H -1.7114 1.5698 1.9051
H -1.5815 3.0948 0.9628
O -0.0411 1.8325 0.7178
C 0.3300 0.5654 0.5172
O -0.4463 -0.3580 0.5954
C 1.7761 0.3897 0.2276
C 2.6762 1.4122 -0.0913
C 4.0034 1.0998 -0.3522
C 4.4563 -0.2040 -0.2984
C 3.5719 -1.2314 0.0132
C 2.2428 -0.9204 0.2686
H 1.5388 -1.7037 0.5062
S 4.0173 -2.9320 0.1137
C 5.7814 -2.9453 -0.3216
H 5.9193 -2.5574 -1.3264
H 6.0807 -3.9881 -0.2863
H 6.3505 -2.3756 0.4069
H 5.4956 -0.4021 -0.5033
H 4.6882 1.8953 -0.6005
Cl 2.2101 3.0618 -0.2005
H -3.5463 0.5389 1.1477
H -4.7464 0.7161 -1.3985
H -3.5350 -0.5690 -1.4276
```

Properties
- SMILES = COC(=O)CNC(=O)COC(=O)c1cc(SC)ccc1Cl
- E_HOMO (eV) = -8.2
- frontier orbital gap (eV) = 8.56

No. 3
Molecular formula: C13H14FeN2
Method: DFT, ωB97M-V/def2-TZVPD

```
30
C13H14FeN2 (ωB97M-V/def2-TZVPD)
Fe -1.0037 -1.4018 0.4373
C -2.9188 -1.3037 0.1848
H -3.3315 -0.2918 0.3065
H -3.3369 -1.8598 -0.6683
H -2.9741 -1.8760 1.1386
H 0.1007 -2.4134 1.3788
H 0.4448 -2.3095 0.6830
C 2.6434 1.8722 3.4078
C 1.7513 0.8547 3.7832
C 0.8580 0.3014 2.8589
C 0.8957 0.7570 1.5287
C 1.7494 1.8067 1.1572
C 2.6293 2.3503 2.0899
N 0.1377 0.1310 0.5252
N 0.3843 0.7437 -0.6269
C -0.1672 0.1056 -1.7037
C 0.0045 0.6765 -3.0001
C -0.5547 0.0622 -4.1050
C -1.3139 -1.1014 -3.9001
C -1.5090 -1.6477 -2.6062
C -0.9232 -1.0626 -1.4855
H 3.3256 2.2769 4.1560
H 1.7333 0.4856 4.8104
H 0.1290 -0.4731 3.1099
H 1.7334 2.1924 0.1346
H 3.2975 3.1549 1.7866
H 0.5697 1.6023 -3.0529
H -0.4185 0.4873 -5.1090
H -1.7807 -1.5958 -4.7510
H -2.1553 -2.5239 -2.4687
```

Properties
- energy above the lowest of the compared OMol25 structures with the same formula, charge and spin (kJ/mol) = 0.0
- E_HOMO (alpha / beta) (eV) = -6.6 / -8.0
- frontier orbital gap (alpha / beta) (eV) = 5.59 / 7.04
- multiplicity = 5

No. 4
Molecular formula: C13H14N2O4S
Method: DFT, ωB97M-V/def2-TZVPD

```
34
C13H14N2O4S (ωB97M-V/def2-TZVPD)
C 0.7605 -2.9024 3.0717
C 1.4492 -1.8953 1.9544
H 2.5263 -2.1141 1.8295
H 1.0779 -2.0979 1.0274
O 1.5150 -0.4584 2.4384
C 0.2134 -0.0154 2.2116
O -0.7993 -0.5438 1.7498
C 0.3719 1.4334 2.4270
C 0.5240 2.1299 1.1309
O 1.4986 2.4842 0.6924
C -0.9154 2.2593 0.3610
H -1.5408 1.6020 0.6769
H -1.0966 3.6186 0.7398
S -0.6980 2.3572 -1.4160
C -0.0774 0.7128 -1.5040
N 1.0214 0.3562 -1.5568
C 1.5983 -0.7656 -1.6127
O 2.7724 -1.0522 -1.7929
C 0.6300 -1.9287 -1.6982
C -0.7769 -1.7481 -1.2847
C -1.0199 -0.3259 -1.3063
C -2.5843 -0.1815 -0.9932
N -3.6507 0.1435 -0.9236
C -1.8180 -2.8557 -0.9986
H -1.0505 -3.8201 -1.3896
H -2.1236 -2.5907 -0.1473
H -2.4727 -2.5238 -1.6684
H 0.9898 -3.0322 -1.7055
H 1.7038 1.1182 -1.6383
H 1.0539 1.6620 3.1554
H -0.6564 1.6553 2.8678
H 1.1754 -3.9413 2.7743
H 1.2267 -2.7473 4.0186
H -0.1625 -2.6757 3.1767
```

Properties
- energy above the lowest of the compared OMol25 structures with the same formula, charge and spin (kJ/mol) = 1027.3
- E_HOMO (eV) = -8.4
- frontier orbital gap (eV) = 8.14

No. 5
Molecular formula: C13H14N3O9Zr
Method: DFT, ωB97M-V/def2-TZVPD

```
40
C13H14N3O9Zr (ωB97M-V/def2-TZVPD)
Zr -0.7433 -0.4757 0.1293
O -1.3756 0.6334 4.2374
C -1.4085 0.4162 2.9627
O -1.0149 -0.5908 2.3908
C -1.9914 1.5302 2.1430
O -2.2347 1.0326 0.8135
C -3.5247 0.3170 0.6655
C -3.3429 -1.1548 1.0520
O -4.0943 -1.6872 1.8062
O -2.2591 -1.6947 0.4609
H -0.7997 -0.0288 4.6638
H -2.9024 1.9117 2.5893
H -1.2658 2.3346 2.0735
H -4.2810 0.7874 1.2785
H -3.7803 0.3865 -0.3824
O -0.8687 1.8772 -1.6069
C -1.0529 0.9182 -2.3245
C -0.5516 0.6160 -3.7204
C -0.4787 -0.9416 -3.7289
C -0.9034 -1.2854 -2.3242
O -0.5245 -2.1846 -1.5592
N -1.6048 -0.2392 -1.7718
H 0.4127 1.0923 -3.8733
H -1.2470 1.0122 -4.4590
H 0.5128 -1.3391 -3.9296
H -1.1759 -1.3878 -4.4375
C 3.7967 -0.3404 -1.4151
N 3.1774 -0.1772 -0.0891
C 3.9277 -0.1563 1.0829
C 3.3612 -0.0320 2.2826
C 1.9200 0.1566 2.4011
O 1.3552 0.3134 3.4614
N 1.2022 0.0681 1.1855
C 1.8480 -0.0842 0.0230
O 1.0859 -0.1764 -1.0034
H 4.8727 -0.3511 -1.2785
H 3.5254 0.4871 -2.0633
H 3.4809 -1.2749 -1.8694
H 4.9952 -0.2616 0.9473
H 3.9518 -0.0267 3.1864
```

Properties
- total charge = +1
- energy above the lowest of the compared OMol25 structures with the same formula, charge and spin (kJ/mol) = 182.9
- E_HOMO (eV) = -12.8
- frontier orbital gap (eV) = 9.25

No. 6
Molecular formula: C13H14N3OPd
Method: DFT, ωB97M-V/def2-TZVPD

```
32
C13H14N3OPd (ωB97M-V/def2-TZVPD)
Pd 0.0944 -0.5850 -0.8290
N 0.9576 -4.5141 -2.2586
C 0.9376 -3.2863 -1.7395
O -0.1359 -2.7481 -1.4199
C 2.2367 -2.5645 -1.5047
C 2.0421 -1.0717 -1.5986
H 0.0911 -5.0170 -2.3605
H 1.8222 -4.9487 -2.5280
H 3.0227 -2.9357 -2.1717
H 2.5438 -2.8554 -0.4941
H 1.9160 -0.7200 -2.6262
H 2.8022 -0.4873 -1.0904
C 0.1476 -0.5243 3.6012
C -0.3999 0.7121 3.8911
C -0.8188 1.5278 2.8514
C -0.6751 1.0845 1.5466
N -0.1366 -0.1127 1.2715
C 0.2602 -0.8960 2.2749
C -1.0940 1.9092 0.3671
C -1.7201 3.1377 0.5035
C -2.0685 3.8456 -0.6364
C -1.7848 3.3094 -1.8789
C -1.1646 2.0751 -1.9342
N -0.8287 1.3898 -0.8405
H 0.4847 -1.1956 4.3775
H -0.5012 1.0459 4.9149
H -1.2444 2.4949 3.0666
H 0.6779 -1.8534 1.9923
H -1.9428 3.5448 1.4768
H -2.5580 4.8060 -0.5477
H -2.0356 3.8241 -2.7949
H -0.9277 1.6089 -2.8815
```

Properties
- total charge = +1
- energy above the lowest of the compared OMol25 structures with the same formula, charge and spin (kJ/mol) = 0.0
- E_HOMO (alpha / beta) (eV) = -10.7 / -12.6
- frontier orbital gap (alpha / beta) (eV) = 7.35 / 8.71
- multiplicity = 3

| no. | maximum force (eV/Å) | total energy (Eh) |
| --- | --- | --- |
| 1 | 2.61 | -3336.286713 |
| 2 | 0.64 | -1793.157445 |
| 3 | 2.95 | -1876.787186 |
| 4 | 18.16 | -1312.108347 |
| 5 | 1.38 | -1392.265252 |
| 6 | 0.40 | -870.950252 |